No. 1
{"formula": "C19H64N10O13", "method": "wB97M-V/def2-TZVPD", "species": ["C", "C", "O", "H", "H", "H", "H", "H", "H", "C", "C", "O", "H", "H", "H", "H", "H", "H", "C", "C", "O", "H", "H", "H", "H", "H", "H", "C", "C", "O", "H", "H", "H", "H", "H", "H", "C", "C", "O", "H", "H", "H", "H", "H", "H", "C", "C", "O", "H", "H", "H", "H", "H", "H", "C", "O", "N", "N", "H", "H", "H", "H", "C", "O", "N", "N", "H", "H", "H", "H", "C", "O", "N", "N", "H", "H", "H", "H", "C", "O", "N", "N", "H", "H", "H", "H", "C", "O", "N", "N", "H", "H", "H", "H", "C", "O", "H", "H", "H", "H", "C", "O", "H", "H", "H", "H"], "positions_angstrom": [[-0.802, -19.238, 16.936], [0.133, -18.371, 17.740], [0.000, -16.965, 17.386], [-0.574, -19.261, 15.926], [-1.816, -18.938, 17.024], [-0.697, -20.320, 17.361], [1.201, -18.711, 17.640], [-0.023, -18.571, 18.754], [0.446, -16.389, 17.998], [-4.210, -16.661, 19.298], [-3.652, -18.032, 19.465], [-4.585, -18.969, 19.093], [-5.080, -16.592, 19.951], [-4.542, -16.490, 18.245], [-3.362, -15.981, 19.390], [-3.210, -18.231, 20.450], [-2.846, -18.100, 18.820], [-4.170, -19.835, 19.171], [4.499, -15.510, 23.326], [3.500, -15.295, 22.198], [2.461, -16.048, 22.438], [4.165, -14.863, 24.134], [5.520, -15.205, 23.075], [4.585, -16.637, 23.610], [3.976, -15.419, 21.266], [3.176, -14.209, 22.163], [1.778, -15.609, 22.976], [2.934, -19.287, 21.717], [3.357, -20.269, 20.627], [2.547, -20.096, 19.513], [3.075, -18.279, 21.446], [3.569, -19.477, 22.584], [1.955, -19.547, 22.089], [3.365, -21.233, 21.000], [4.355, -20.157, 20.319], [2.639, -20.781, 18.809], [-0.439, -23.151, 20.842], [0.149, -22.105, 19.972], [0.024, -20.820, 20.514], [-0.100, -23.013, 21.870], [-0.049, -24.167, 20.547], [-1.486, -23.226, 20.842], [-0.323, -22.235, 18.965], [1.161, -22.362, 19.829], [0.764, -20.433, 20.124], [-0.109, -21.343, 24.818], [-1.032, -20.352, 23.978], [-1.580, -21.072, 22.927], [0.244, -20.901, 25.806], [0.769, -21.639, 24.241], [-0.637, -22.276, 25.198], [-0.448, -19.537, 23.586], [-1.777, -20.015, 24.760], [-1.140, -20.913, 22.098], [0.112, -14.123, 19.610], [1.065, -14.602, 20.580], [-0.843, -14.831, 19.174], [0.165, -12.944, 19.079], [-0.924, -15.692, 19.602], [-1.465, -14.661, 18.357], [0.981, -12.369, 19.327], [-0.420, -12.732, 18.268], [-0.265, -15.789, 24.579], [-0.826, -17.038, 24.484], [-0.074, -14.978, 23.499], [0.292, -15.414, 25.695], [-0.554, -15.088, 22.591], [0.443, -14.080, 23.550], [0.736, -14.473, 25.755], [0.208, -15.879, 26.606], [-3.568, -21.850, 19.086], [-2.776, -22.312, 18.064], [-4.865, -22.017, 19.267], [-3.033, -21.147, 20.058], [-5.387, -22.515, 18.581], [-5.397, -21.434, 19.918], [-2.045, -20.855, 20.040], [-3.510, -20.790, 20.846], [-3.912, -17.488, 23.864], [-3.209, -18.421, 23.092], [-3.294, -16.637, 24.543], [-5.154, -17.185, 23.806], [-2.226, -16.721, 24.478], [-3.628, -15.942, 25.228], [-5.567, -17.791, 23.055], [-5.697, -16.665, 24.508], [3.079, -16.118, 18.424], [3.484, -16.453, 17.181], [3.035, -14.874, 18.819], [2.692, -17.030, 19.275], [3.455, -14.119, 18.214], [2.429, -14.605, 19.656], [2.616, -18.008, 19.001], [2.532, -16.763, 20.232], [-0.349, -17.713, 21.385], [-1.344, -16.626, 21.444], [0.010, -17.850, 22.443], [0.569, -17.447, 20.851], [-0.856, -18.676, 20.915], [-2.140, -16.973, 21.762], [-5.268, -14.759, 21.918], [-3.870, -15.129, 22.106], [-6.016, -15.599, 21.759], [-5.329, -14.097, 21.075], [-5.570, -14.125, 22.767], [-3.845, -15.758, 22.801]], "forces_ev_per_a": [[0.793, -1.877, 2.318], [1.597, 0.580, -1.376], [-0.838, -1.402, -0.366], [0.634, -0.046, -2.028], [-1.000, 0.260, 0.312], [-0.369, 1.754, -0.809], [-0.791, 0.418, -0.616], [-0.762, 0.280, 1.886], [0.625, -0.168, 0.417], [-0.169, 0.012, -1.129], [0.366, 0.473, 0.647], [-1.617, -1.161, -0.099], [0.269, 0.846, 0.129], [-0.013, -0.507, 0.655], [-0.539, 0.444, 0.920], [-0.531, 0.217, 0.322], [2.059, -0.168, -1.522], [-0.057, 0.451, -0.221], [1.103, -0.975, 0.193], [2.701, 3.987, 1.275], [-4.181, -3.160, 0.333], [0.149, -0.481, 0.615], [-0.110, 0.145, -0.059], [-0.488, 2.037, -0.341], [0.279, -0.853, -1.437], [0.588, -0.669, 0.069], [0.340, -0.364, -0.693], [0.877, -1.901, 0.385], [0.169, 1.512, 0.629], [-1.624, -0.407, -2.015], [-0.216, 1.036, -0.267], [0.246, 0.086, 0.012], [-0.625, 0.334, -0.218], [-0.693, -2.304, 0.840], [1.646, 0.790, -0.247], [0.275, 0.731, 0.984], [1.599, -1.868, 0.924], [-1.546, -1.655, -1.541], [-2.018, -0.873, 0.766], [-0.103, 0.032, 0.081], [-0.356, 0.954, 0.032], [-1.420, 0.183, -0.079], [0.118, 0.644, 0.519], [1.567, -0.026, -0.042], [2.121, 2.240, -0.783], [-0.323, 0.228, 1.234], [0.886, -1.527, 2.531], [-1.609, -0.628, 0.063], [-0.229, -0.024, -1.293], [-0.019, -0.107, 0.053], [0.271, 1.059, -1.008], [0.103, 0.541, 0.321], [0.312, 0.020, -1.547], [0.650, 0.399, -0.203], [5.253, -1.547, 4.760], [-4.918, 2.636, -3.947], [-2.976, -1.677, -2.078], [1.820, 3.562, -0.589], [-0.686, -2.376, 1.104], [1.042, 0.065, 1.162], [-0.893, -0.318, -0.537], [0.642, 0.149, 0.658], [-1.665, -5.435, -2.718], [2.933, 5.613, 0.481], [-0.030, 0.957, -0.271], [1.557, 2.382, 3.045], [0.212, -0.843, 0.662], [-0.747, -1.018, 0.366], [-0.651, -1.297, -0.122], [-0.160, -0.148, -1.229], [4.782, -2.407, -4.713], [-4.317, 1.916, 4.648], [-2.195, -0.487, -0.208], [3.145, 1.555, 0.880], [-0.182, -0.181, -0.383], [0.493, -0.466, -0.465], [-0.753, -0.477, -0.370], [-0.697, 0.035, 0.901], [4.352, -5.105, -4.200], [-4.070, 4.128, 2.966], [5.667, 3.736, 4.193], [-6.270, -2.548, -2.769], [-0.887, -0.339, 0.420], [-0.369, -0.921, -1.017], [-0.605, 1.013, 1.477], [0.618, -0.660, -0.881], [2.497, -1.769, -7.607], [-1.467, 1.225, 4.891], [0.244, 4.204, 0.753], [-0.805, -1.881, 1.553], [-0.831, -1.759, 0.911], [0.812, -0.386, -1.114], [0.223, 0.526, 0.112], [-0.266, -0.088, 0.106], [-1.359, -1.058, 0.946], [3.431, 0.490, -1.748], [-0.584, -0.449, -1.005], [-0.709, 0.441, -0.408], [1.215, 1.960, 1.175], [-1.981, -1.261, 1.036], [0.396, -0.252, 0.754], [-1.615, 1.189, -1.688], [1.170, 0.764, 0.301], [0.181, 0.098, -0.670], [-0.219, -0.427, -0.007], [0.128, -0.603, 0.959]], "relative_energy_kcal_mol": 28.97, "lumo_energy_ev": -0.0583, "total_energy_ha": -2287.8485, "orbital_gap_ev": 8.1}

No. 2
{"formula": "C19H64N8O13", "method": "wB97M-V/def2-TZVPD", "species": ["C", "O", "N", "N", "H", "H", "H", "H", "C", "O", "N", "N", "H", "H", "H", "H", "C", "O", "N", "N", "H", "H", "H", "H", "C", "O", "N", "N", "H", "H", "H", "H", "C", "C", "C", "O", "H", "H", "H", "H", "H", "H", "H", "H", "C", "C", "C", "O", "H", "H", "H", "H", "H", "H", "H", "H", "C", "C", "C", "O", "H", "H", "H", "H", "H", "H", "H", "H", "C", "C", "C", "O", "H", "H", "H", "H", "H", "H", "H", "H", "C", "C", "C", "O", "H", "H", "H", "H", "H", "H", "H", "H", "O", "H", "H", "O", "H", "H", "O", "H", "H", "O", "H", "H"], "positions_angstrom": [[6.955, -17.590, -4.726], [5.994, -18.231, -5.189], [8.072, -17.313, -5.472], [6.964, -17.253, -3.412], [8.678, -16.574, -5.191], [7.775, -17.223, -6.442], [6.099, -16.869, -3.011], [7.853, -16.889, -3.083], [-2.366, -20.222, -3.742], [-2.892, -21.288, -3.473], [-1.253, -20.178, -4.579], [-3.023, -19.075, -3.500], [-0.688, -20.975, -4.343], [-0.739, -19.286, -4.631], [-3.770, -19.086, -2.817], [-2.364, -18.335, -3.359], [0.326, -20.427, -7.345], [0.270, -19.282, -7.734], [-0.512, -21.399, -7.777], [1.193, -20.806, -6.384], [-1.361, -20.990, -8.203], [-0.839, -21.896, -6.934], [1.407, -21.743, -6.063], [1.802, -20.039, -6.039], [2.346, -18.663, -3.435], [1.673, -17.708, -2.885], [2.845, -18.644, -4.703], [2.435, -19.839, -2.800], [3.469, -19.450, -5.010], [2.564, -17.880, -5.295], [1.868, -19.836, -1.929], [2.836, -20.668, -3.164], [-0.285, -18.041, -0.001], [-0.406, -19.465, 0.506], [-1.761, -20.032, 0.211], [0.627, -20.309, 0.011], [-0.343, -17.896, -1.137], [0.676, -17.623, 0.279], [-1.081, -17.456, 0.538], [-0.324, -19.427, 1.617], [-1.633, -21.082, -0.042], [-2.235, -19.480, -0.642], [-2.376, -20.029, 1.106], [0.213, -21.134, -0.337], [6.977, -21.973, -4.672], [5.881, -21.700, -3.783], [6.008, -20.501, -2.826], [4.698, -21.565, -4.614], [7.179, -21.173, -5.419], [6.810, -22.841, -5.279], [7.939, -22.143, -4.184], [5.726, -22.668, -3.223], [6.169, -19.587, -3.401], [6.864, -20.655, -2.169], [5.125, -20.488, -2.201], [4.837, -21.187, -5.471], [0.534, -24.434, -3.445], [1.980, -24.050, -3.419], [2.917, -25.241, -3.694], [2.252, -22.896, -4.188], [0.211, -24.820, -4.462], [-0.081, -23.606, -3.176], [0.386, -25.244, -2.685], [2.315, -23.792, -2.398], [2.809, -25.684, -4.695], [2.762, -26.104, -3.063], [3.919, -24.845, -3.660], [3.218, -22.746, -4.401], [2.582, -14.517, -3.416], [3.344, -14.882, -2.150], [2.471, -15.005, -0.874], [4.180, -16.152, -2.265], [1.758, -15.208, -3.649], [3.336, -14.589, -4.257], [2.162, -13.557, -3.411], [4.037, -14.115, -1.873], [1.895, -14.089, -0.648], [2.996, -15.151, 0.060], [1.805, -15.832, -1.024], [3.530, -16.837, -2.076], [3.430, -18.360, -8.713], [4.269, -19.621, -8.466], [5.595, -19.642, -9.210], [4.521, -19.644, -6.996], [4.177, -17.559, -8.660], [2.855, -18.291, -7.791], [2.832, -18.368, -9.625], [3.624, -20.477, -8.709], [5.381, -19.470, -10.283], [6.044, -20.611, -9.149], [6.244, -18.823, -8.894], [5.419, -19.405, -6.764], [1.301, -16.907, -6.417], [0.881, -17.771, -6.631], [1.580, -16.525, -7.248], [4.490, -16.010, -6.363], [4.022, -15.981, -5.487], [5.012, -16.839, -6.303], [2.603, -15.182, -8.492], [3.214, -15.607, -7.891], [2.680, -14.277, -8.139], [-0.675, -17.268, -3.952], [-0.621, -16.817, -4.795], [0.245, -17.142, -3.655]], "forces_ev_per_a": [[-1.114, -0.943, 0.491], [0.851, 0.948, -0.421], [-0.737, -0.291, -1.019], [0.709, 0.670, 0.195], [0.181, 0.433, 0.308], [0.560, -0.271, 0.177], [0.245, -0.429, -0.021], [-0.608, 0.208, 0.182], [-1.234, -1.522, -1.445], [0.440, -0.870, 0.597], [0.112, 0.765, 0.800], [0.345, 1.670, 0.599], [0.442, -0.115, -0.291], [-0.354, -0.564, 0.234], [0.224, -0.462, -0.264], [0.046, 1.042, -0.153], [0.337, -0.067, 0.889], [0.158, 1.500, -0.549], [-2.239, -1.136, 0.337], [1.571, 0.945, 0.776], [0.915, -0.205, 0.084], [0.223, -0.150, -0.787], [-0.290, 0.117, -0.175], [-0.684, -1.082, -0.309], [-1.818, 0.796, -0.280], [2.120, -1.564, -1.207], [0.892, -1.361, 0.907], [-1.016, 0.969, 2.293], [-1.086, 1.987, 0.351], [0.241, 0.291, -0.455], [0.808, -0.445, -0.726], [0.226, -0.637, -0.483], [-0.294, 0.736, -0.653], [0.044, 0.432, 0.823], [-0.677, 0.022, -0.802], [0.021, -0.860, -0.814], [-0.256, -0.508, 1.565], [0.202, 0.115, 0.162], [0.685, -0.329, -0.756], [0.356, -0.020, -0.558], [-0.364, -0.197, -0.260], [0.157, -0.727, 0.767], [-0.344, 0.268, -0.137], [0.528, 1.032, 0.471], [2.990, 0.555, -1.957], [-1.782, -0.367, 1.035], [0.387, -1.024, -0.624], [-1.068, -0.583, 1.649], [-0.255, -0.021, 0.544], [-0.335, -0.676, -0.207], [-0.106, 0.066, 0.285], [-0.206, 1.074, -0.103], [-0.360, -0.158, 0.268], [0.103, -0.020, 0.017], [-0.233, 0.428, 0.050], [0.622, 0.571, -0.968], [-0.220, -1.315, -0.618], [1.663, -0.783, 1.163], [-0.432, 0.295, -1.675], [0.547, 0.325, -1.207], [0.426, 0.428, 1.136], [-0.623, 0.608, 0.155], [-0.012, 0.618, -0.706], [-0.733, 0.058, 0.192], [-0.200, 0.435, -0.135], [0.067, 0.166, 0.771], [0.629, -0.251, 0.332], [-1.093, -0.348, 0.498], [1.421, -2.334, -0.996], [0.154, -1.174, 1.632], [-0.264, 0.572, -0.556], [-1.123, 2.044, -0.133], [0.409, -0.035, 0.219], [-0.914, 0.313, 0.698], [-0.314, 1.570, 0.268], [0.882, 0.462, -0.471], [0.004, -0.282, -0.650], [0.736, -0.353, -0.086], [-0.669, -0.415, 0.092], [-0.146, -0.328, -0.206], [1.322, -0.398, 0.920], [-0.128, 0.400, 0.892], [-1.196, 0.332, -0.979], [-0.817, -0.930, -1.059], [-0.469, 0.375, -0.434], [-0.546, 0.240, -0.487], [0.131, 0.090, 0.201], [0.517, -0.144, 0.276], [0.131, -0.037, 0.414], [0.632, -0.438, 0.262], [0.069, -0.176, 0.172], [0.362, 0.435, -0.147], [-0.423, -0.703, 0.869], [0.138, 0.517, -0.427], [-0.082, 0.289, -0.575], [-0.227, -0.316, 1.066], [0.575, -0.126, -1.129], [-0.465, 0.339, 0.102], [-0.151, 0.863, 0.276], [0.736, -0.684, 0.317], [-0.394, -0.231, -0.474], [0.046, 0.296, -0.235], [-0.413, 0.195, -0.555], [0.174, -0.504, 0.593]], "relative_energy_kcal_mol": 0.00, "lumo_energy_ev": 0.2016, "total_energy_ha": -2178.6509, "orbital_gap_ev": 9.4}